Entry from the OMol25 dataset: the ion C53H64N3O5Si with charge +1 at a distorted geometry (ωB97M-V/def2-TZVPD).

As for the net charge: +1. The calculation puts the maximum force at 2.5 eV/Å. Its HOMO energy is -0.346 Eh.

Geometry as XYZ:
```
126
Properties=species:S:1:pos:R:3:forces:R:3
C -2.61875 7.55913 5.74144 -0.3 -0.3 -0.2
O -3.63117 6.53254 5.69729 -0.1 0.6 -0.5
C -3.73365 5.77431 4.57397 -0.3 -0.9 0.2
C -2.97511 5.93924 3.41156 0.7 0.2 0.1
C -2.71622 4.83309 2.60762 -0.9 0.2 -0.3
C -1.57925 4.82976 1.61796 0.0 0.3 0.0
C -0.39892 4.03342 2.21873 0.3 -0.4 0.3
C 0.47634 4.89135 3.13381 0.0 0.1 0.9
O 0.14414 5.42829 4.18954 0.3 -0.5 -1.4
N 1.73244 4.90748 2.59133 -0.6 0.1 0.4
C 2.77888 5.70994 3.18097 0.3 0.2 -0.1
C 1.81730 4.30637 1.26235 -0.2 0.2 -0.3
C 1.80689 5.40482 0.19045 0.1 0.2 0.0
C 3.06280 3.42667 1.13984 -0.1 -0.1 0.3
N 0.56418 3.53985 1.24444 0.2 -0.2 0.4
C 0.20641 2.56089 0.35976 0.6 0.2 -1.0
C 0.75747 2.36092 -0.86982 -0.1 0.3 0.9
C 0.14356 1.48534 -1.92679 0.6 1.2 -1.2
C 1.07495 1.37797 -3.17540 -0.4 -0.1 0.7
C 0.48363 1.18257 -4.42440 0.3 0.0 -0.3
C 1.25707 1.22859 -5.58912 0.0 0.0 0.3
C 2.62840 1.50609 -5.50377 -0.2 -0.1 0.1
C 3.23234 1.61862 -4.25132 -0.2 -0.1 0.1
C 2.45954 1.52182 -3.08589 0.3 0.1 -0.3
C -3.43813 3.64795 2.78216 0.1 -0.5 0.1
C -4.30197 3.50190 3.87287 0.1 0.9 0.3
O -4.83479 2.33347 4.32383 -0.2 -0.5 -0.8
C -4.68464 1.14134 3.52448 0.0 0.7 0.3
C -4.53508 4.61509 4.71627 1.1 -0.4 0.4
O -5.32479 4.47461 5.82035 0.1 -0.2 0.5
C -4.72443 3.86172 7.00388 -0.2 0.4 -0.9
H -2.64921 7.92547 6.76881 0.0 0.0 -0.2
H -1.62562 7.14696 5.50737 -0.3 0.0 0.0
H -2.86586 8.36964 5.04182 0.1 -0.1 0.2
H -2.47104 6.89001 3.20906 0.1 -0.5 0.3
H -1.88201 4.36262 0.66737 0.1 0.1 0.2
H -1.23228 5.85507 1.40796 -0.2 -0.3 -0.1
H -0.77595 3.17748 2.80799 -0.1 0.4 -0.2
H 2.60004 5.79650 4.25653 0.0 -0.1 -0.3
H 3.74082 5.22179 3.01120 0.0 0.1 0.1
H 2.82338 6.72107 2.74986 -0.1 -0.2 0.1
H 0.97503 6.10119 0.36551 0.2 -0.2 -0.1
H 2.75002 5.96359 0.23107 -0.2 0.0 -0.1
H 1.69441 4.97069 -0.80675 0.1 0.2 0.1
H 3.11554 2.74930 2.00177 0.0 0.1 -0.2
H 3.02939 2.83087 0.22529 0.1 0.1 0.2
H 3.95694 4.06061 1.11580 -0.2 -0.2 0.0
H -0.61279 1.92486 0.72542 0.2 0.4 -0.2
H 1.58023 2.99956 -1.20836 -0.6 -0.2 0.1
H -0.73888 2.03452 -2.30902 0.3 -0.3 0.1
H -0.59591 1.01325 -4.47786 0.3 0.1 -0.1
H 0.77779 1.06699 -6.55395 0.2 0.1 0.2
H 3.21748 1.64068 -6.40964 -0.1 -0.1 0.2
H 4.30475 1.79196 -4.16482 -0.3 0.0 -0.1
H 2.96424 1.58614 -2.11511 -0.3 0.2 -0.4
H -3.25953 2.80341 2.10752 0.1 0.2 0.3
H -5.15778 0.35856 4.12039 0.1 0.1 -0.2
H -5.20060 1.24741 2.55630 0.2 0.0 0.3
H -3.62129 0.90269 3.35807 -0.3 0.1 0.1
H -5.53893 3.83743 7.72747 0.2 -0.1 0.0
H -4.37968 2.84959 6.76339 -0.1 0.2 0.1
H -3.89793 4.48732 7.36021 -0.2 -0.2 0.0
C 1.23749 -6.94691 -4.27895 0.0 -0.2 -0.2
Si 2.37411 -6.70704 -2.83051 -0.3 0.0 0.1
C 1.99562 -7.90801 -1.46713 0.1 -0.3 0.0
C 4.16235 -6.74964 -3.35014 0.0 0.0 0.0
O 2.19860 -5.18152 -2.21811 0.0 1.1 0.2
C 1.32830 -4.23800 -1.62462 0.5 -0.3 0.3
C -0.11725 -4.64073 -1.95289 0.5 0.0 0.1
C -0.76704 -5.53584 -1.09688 -0.4 0.0 -0.2
C -2.02259 -6.04419 -1.43850 0.2 0.0 0.1
C -2.59322 -5.73101 -2.67152 0.1 0.2 -0.1
C -1.90890 -4.88454 -3.55019 0.1 0.1 0.1
C -0.67823 -4.32450 -3.18878 -0.4 -0.2 0.1
C 1.60164 -4.16415 -0.10501 -0.3 -0.3 -0.2
C 2.79112 -4.67117 0.42552 -0.2 -0.1 0.2
C 3.02947 -4.59155 1.80096 0.0 0.1 -0.2
C 2.07422 -4.02440 2.64509 0.0 -0.1 0.1
C 0.86604 -3.55773 2.12113 0.0 0.2 -0.2
C 0.64157 -3.59929 0.74268 0.2 -0.1 0.2
C 1.83049 -2.88321 -2.24615 0.3 -0.4 -0.1
C 3.34299 -2.70492 -2.03344 0.0 0.4 -0.8
C 3.51578 -1.82170 -0.80075 0.2 -0.1 0.6
C 2.20978 -1.04243 -0.64076 0.0 0.3 1.1
N 1.26413 -1.68074 -1.58917 -1.3 1.2 -1.8
C 0.27117 -1.00168 -2.11721 1.5 -0.5 0.5
C -0.35792 0.15311 -1.40929 -1.1 -1.3 0.5
C -1.90791 0.01102 -1.46252 0.2 0.1 -0.2
C -2.70967 0.97068 -0.82450 -0.2 -0.2 0.2
C -4.08319 0.75170 -0.66481 0.4 -0.1 -0.3
C -4.68600 -0.36119 -1.26431 0.2 0.0 0.0
C -3.91216 -1.23447 -2.02939 0.1 0.1 0.0
C -2.52378 -1.06134 -2.10761 -0.2 0.0 0.2
H 1.56414 -7.84865 -4.81783 -0.2 0.2 0.0
H 0.19524 -7.08739 -3.96634 0.2 0.0 -0.1
H 1.28275 -6.09345 -4.96827 0.0 -0.2 0.1
H 2.49577 -8.85817 -1.70357 -0.2 0.1 0.2
H 2.35657 -7.54879 -0.49442 0.0 -0.1 -0.2
H 0.91495 -8.08447 -1.39551 0.2 0.0 0.0
H 4.37364 -7.69653 -3.86567 0.1 0.2 0.1
H 4.39314 -5.92246 -4.03639 0.0 -0.2 0.1
H 4.82738 -6.67165 -2.47909 -0.1 0.0 -0.2
H -0.28949 -5.84434 -0.16427 -0.2 0.2 -0.3
H -2.54255 -6.69229 -0.72934 0.2 0.1 -0.3
H -3.55928 -6.15402 -2.95752 0.3 0.2 0.1
H -2.32389 -4.65048 -4.52956 0.0 -0.1 0.2
H -0.13612 -3.68420 -3.88918 -0.3 -0.3 0.1
H 3.53626 -5.12270 -0.23730 -0.4 0.1 0.3
H 3.96999 -4.98177 2.19590 -0.3 0.2 0.0
H 2.26415 -3.95664 3.71788 -0.1 -0.1 -0.3
H 0.08459 -3.16395 2.77414 0.3 -0.1 -0.1
H -0.29759 -3.22644 0.32090 0.3 -0.2 0.2
H 1.58205 -2.87259 -3.31900 0.0 0.1 0.5
H 3.87188 -3.65750 -1.97681 -0.2 0.2 0.0
H 3.71095 -2.17421 -2.92235 0.1 -0.1 0.2
H 3.68003 -2.42160 0.10150 0.1 0.2 -0.3
H 4.36218 -1.13646 -0.90842 -0.2 -0.1 0.0
H 1.80160 -1.08959 0.37949 0.2 -0.1 -0.3
H 2.34581 0.02100 -0.89551 -0.4 -0.5 -0.1
H 0.00052 -1.22013 -3.15547 -0.3 -0.5 0.6
H -0.08602 0.03500 -0.34830 0.0 0.2 -0.3
H -2.26589 1.89682 -0.44351 -0.2 -0.4 0.0
H -4.67409 1.46453 -0.08878 0.1 -0.2 -0.2
H -5.75509 -0.53830 -1.13944 0.3 0.1 -0.1
H -4.38058 -2.05575 -2.57665 0.1 0.2 0.3
H -1.92413 -1.77985 -2.67261 -0.4 0.1 0.2
```
Positions in Å, forces in eV/Å.


Entry from the OMol25 dataset: a structure of composition C53H65AuF3N4O7SSiTe at a distorted geometry (ωB97M-V/def2-TZVPD).

As for the net charge: 0. The calculation puts the maximum force at 1.2 eV/Å. For the energy above the lowest of the compared OMol25 structures with the same formula, charge and spin, the calculation gives 11.3 kcal/mol. Its spin multiplicity is 2. Its HOMO energy (alpha / beta) is -0.284 / -0.294 Eh.

Geometry as XYZ:
```
136
Properties=species:S:1:pos:R:3:forces:R:3
Au 0.21553 0.50282 0.88537 0.9 0.2 0.7
C 5.63370 -4.60185 -1.57353 0.0 0.0 0.0
C 5.09190 -3.36422 -0.91579 0.0 0.0 0.0
C 5.28187 -3.13884 0.44493 -0.1 -0.1 -0.1
C 4.81910 -1.98082 1.04523 0.1 0.1 -0.1
C 4.16187 -1.03312 0.27334 0.1 -0.1 0.0
C 3.93953 -1.24607 -1.08003 0.0 0.0 0.1
C 4.40405 -2.41091 -1.66343 0.0 0.0 0.0
S 3.68983 0.49864 1.00090 -0.6 0.0 0.3
O 3.51856 1.41822 -0.08441 -0.3 0.3 -0.4
O 4.66287 0.81434 2.00952 0.0 0.0 -0.3
N 2.21933 0.26357 1.68726 -0.3 0.3 -0.4
C 2.07574 -0.10176 3.03019 -0.1 -0.2 0.2
C 3.10772 -0.27014 3.97570 -0.2 0.0 -0.2
C 2.75645 -0.59383 5.26783 -0.2 0.0 0.0
C 1.42014 -0.73597 5.61608 -0.2 0.0 0.0
C 0.47631 -0.55466 4.61675 0.2 -0.1 0.4
N 0.79384 -0.27103 3.36749 0.2 0.1 -0.3
H 5.86400 -5.37136 -0.83798 0.0 0.0 0.0
H 6.55098 -4.37407 -2.12010 0.0 0.0 0.0
H 4.91861 -5.01256 -2.28679 0.0 0.0 0.0
H 5.80042 -3.87966 1.04122 0.0 0.0 0.0
H 4.99542 -1.79750 2.09674 0.0 0.0 0.0
H 3.42516 -0.49373 -1.66263 0.0 0.0 0.0
H 4.24030 -2.57967 -2.72099 0.0 0.0 0.0
H 4.13707 -0.11582 3.70792 -0.1 0.0 0.1
H 3.53321 -0.71822 6.01110 0.0 0.0 0.0
H 1.11776 -0.97480 6.62549 0.0 0.0 0.0
H -0.58283 -0.63715 4.82762 -0.1 0.0 0.0
C -4.89979 2.91598 -3.67526 0.1 0.0 -0.1
C -3.53640 2.90798 -3.04055 0.0 0.0 0.0
C -2.52736 2.09121 -3.52636 0.0 -0.1 0.0
C -1.24989 2.08570 -2.97399 0.0 0.0 0.0
C -0.21981 1.18372 -3.60293 0.0 0.0 0.0
C -0.97335 2.94342 -1.89880 -0.1 -0.2 0.2
Te 1.00760 2.89415 -1.13100 0.2 0.1 -1.0
N 0.33451 2.51661 0.97721 0.1 -0.5 0.1
C 0.29703 3.12422 2.17337 0.0 0.1 0.2
O -0.08624 2.57470 3.21686 0.0 0.2 -0.3
C 0.65864 4.58865 2.19948 -0.1 -0.1 0.0
C 1.74533 5.11439 1.51102 0.0 0.0 0.0
C 2.00406 6.47760 1.54480 0.0 0.0 0.0
C 1.17330 7.32418 2.26533 0.0 0.0 0.0
C 0.10285 6.79978 2.97768 0.0 0.0 0.0
C -0.14401 5.43610 2.95621 0.0 0.0 0.0
C 1.53611 4.15841 -2.89444 -0.1 0.2 0.4
C 0.79934 5.31800 -3.11104 0.0 0.0 0.0
C 1.09870 6.16576 -4.16786 0.0 0.0 0.0
C 2.15875 5.85610 -5.00757 0.0 0.0 0.0
C 2.90242 4.70887 -4.78269 0.0 0.0 0.0
C 2.61796 3.84785 -3.72218 0.0 -0.1 0.0
C 3.44455 2.60325 -3.53388 0.0 0.0 0.0
C -1.97386 3.77953 -1.39083 0.0 0.0 0.1
C -1.74831 4.72627 -0.24398 0.0 0.0 0.0
C -3.24125 3.73920 -1.96762 0.0 0.0 0.0
H -4.98817 2.13440 -4.42945 0.0 0.0 0.0
H -5.09347 3.87401 -4.16164 0.0 0.0 0.0
H -5.68189 2.76563 -2.93418 -0.1 0.0 0.1
H -2.73316 1.43810 -4.36869 0.0 0.0 0.0
H -0.70455 0.42400 -4.21732 0.0 0.0 0.0
H 0.40023 0.67665 -2.86140 0.0 0.0 0.0
H 0.45038 1.76107 -4.24596 0.0 0.0 0.0
H 2.41341 4.45722 0.97003 0.0 -0.1 0.0
H 2.85614 6.87638 1.00965 0.0 0.0 0.0
H 1.36914 8.38856 2.28488 0.0 0.0 0.0
H -0.53732 7.45527 3.55451 0.0 0.0 0.0
H -0.96289 5.00866 3.52081 0.0 0.0 0.0
H -0.03088 5.56399 -2.45832 0.0 0.0 0.0
H 0.50927 7.05892 -4.33316 0.0 0.0 0.0
H 2.41076 6.50807 -5.83428 0.0 0.0 0.0
H 3.72920 4.46856 -5.44257 0.0 0.0 0.0
H 4.28475 2.59305 -4.22784 0.0 0.0 0.0
H 2.84457 1.70755 -3.72021 0.0 0.0 0.0
H 3.83272 2.51871 -2.51992 0.1 0.0 0.1
H -0.70411 5.02269 -0.14422 0.0 0.0 0.0
H -2.03455 4.26743 0.70595 0.0 0.0 0.0
H -2.34880 5.62787 -0.37185 0.0 0.0 0.0
H -4.01307 4.39531 -1.57645 0.0 0.0 0.0
C -2.44269 -3.29187 3.97052 0.0 0.0 0.0
C -2.58317 -2.98041 2.48647 0.0 -0.1 0.0
C -3.62005 -3.89521 1.84332 0.0 0.0 0.0
C -2.95208 -1.51995 2.27058 0.1 -0.3 0.1
O -1.31030 -3.24617 1.90771 0.0 0.2 0.0
Si -0.56297 -2.88997 0.49363 0.0 -0.3 0.1
O 0.13855 -1.46121 0.42154 -0.1 0.3 0.0
O 0.53533 -4.09008 0.28583 -0.1 0.0 0.0
C 1.19121 -4.93914 1.23214 0.0 0.1 0.1
C 0.21328 -5.98194 1.76451 0.0 0.0 0.0
C 2.30329 -5.62450 0.45187 0.0 0.0 0.0
C 1.76307 -4.09506 2.36683 0.0 0.0 0.0
O -1.67552 -3.06100 -0.72259 0.0 0.2 -0.1
C -1.44043 -3.55992 -2.05018 0.0 -0.1 0.1
C -1.51983 -5.08231 -2.00763 0.0 0.0 0.0
C -0.08362 -3.10099 -2.58482 0.0 0.0 0.0
C -2.54987 -3.00620 -2.93318 -0.1 0.0 0.0
H -3.38591 -3.12356 4.49332 0.0 0.0 0.0
H -1.67288 -2.66181 4.41731 0.0 0.0 0.0
H -2.14984 -4.33373 4.10741 0.0 0.0 0.0
H -4.61448 -3.69124 2.24601 0.0 0.0 0.0
H -3.37275 -4.94032 2.03711 0.0 0.0 0.0
H -3.63557 -3.73998 0.76438 0.0 0.0 0.0
H -3.86426 -1.25997 2.81138 0.0 0.0 0.0
H -3.11679 -1.34182 1.20599 0.0 -0.3 0.4
H -2.13874 -0.87756 2.61147 0.0 -0.1 0.2
H -0.19519 -6.56837 0.93923 0.0 0.0 0.0
H -0.60955 -5.50309 2.29077 0.0 0.0 0.0
H 0.72524 -6.66015 2.45074 0.0 0.0 0.0
H 1.87929 -6.20484 -0.36952 0.0 0.0 0.0
H 2.87380 -6.29707 1.09598 0.0 0.0 0.0
H 2.97468 -4.87525 0.03650 0.1 0.0 0.0
H 0.96068 -3.61456 2.92952 0.0 0.0 0.0
H 2.40805 -3.31714 1.95705 0.1 0.0 0.0
H 2.34598 -4.71523 3.05187 0.0 0.0 0.0
H -0.77597 -5.47117 -1.31405 0.0 0.0 0.0
H -1.33385 -5.50535 -2.99726 0.0 0.0 0.0
H -2.50979 -5.39699 -1.67269 0.0 0.0 0.0
H 0.73283 -3.59605 -2.06048 0.0 0.0 0.0
H 0.03610 -2.02450 -2.44269 0.0 0.0 0.0
H -0.00706 -3.32428 -3.65100 0.0 0.0 0.0
H -3.52294 -3.18639 -2.47348 0.0 0.0 0.0
H -2.53209 -3.48611 -3.91300 0.0 0.0 0.0
H -2.42217 -1.93408 -3.08570 0.0 0.1 0.0
F -6.56124 1.65728 -0.21340 0.0 0.0 -0.1
C -6.06359 0.82061 0.71268 -0.1 0.0 0.0
F -6.54848 1.20821 1.89963 0.0 0.0 0.0
F -6.55582 -0.39951 0.45015 0.0 0.0 0.0
C -4.55350 0.81875 0.69082 -0.1 0.1 -0.2
C -3.88995 0.18338 -0.34466 0.1 0.3 -0.2
C -2.50641 0.18919 -0.34690 -0.1 0.4 -0.4
N -1.81551 0.81746 0.60801 0.0 -0.5 0.0
C -2.45626 1.42130 1.61889 0.2 0.3 -0.2
C -3.83458 1.44928 1.68614 0.0 0.1 -0.1
H -4.42900 -0.32641 -1.12853 0.0 -0.1 -0.1
H -1.93169 -0.30042 -1.11872 0.0 -0.1 0.0
H -1.82969 1.88286 2.37400 0.1 -0.1 0.1
H -4.32240 1.94108 2.51476 0.0 0.0 0.0
```
Positions in Å, forces in eV/Å.